1.
Below is a single C9H13ClO2 molecule in a non-equilibrium geometry, with properties calculated with the ωB97M-V functional and the def2-TZVPD basis.

```
! wB97M-V def2-TZVPD RIJCOSX def2/J DEFGRID3
* xyz 0 1
C 2.313 0.002 2.056
C 2.768 -0.929 1.342
C 1.068 0.877 1.707
C 1.174 1.064 0.188
C 0.629 0.433 -0.845
C -1.231 -0.935 0.437
C -1.663 -0.604 -1.845
C -1.692 1.328 -0.302
C -0.892 0.092 -0.642
O 0.388 1.277 2.581
O 1.179 -0.119 -2.007
Cl 4.119 -1.834 1.351
H 2.567 0.331 3.011
H 2.146 1.517 0.075
H 2.060 -0.974 0.234
H -2.338 -0.786 0.554
H -0.587 -0.852 1.290
H -1.101 -2.004 0.101
H -1.244 -1.600 -1.959
H -2.683 -0.831 -1.551
H -1.729 0.141 -2.725
H -1.510 1.596 0.685
H -2.766 1.156 -0.276
H -1.535 2.233 -0.965
H 0.561 -0.580 -2.495
*
```

Calculated values
Frontier orbital gap   9.651 eV
ΔE to the lowest compared entry with this formula, charge and spin   234.51 kJ/mol
LUMO energy   0.5958 eV
DFT total energy   -26156.7553 eV
Structure (SMILES)   CC(C)(C)/C(O)=C\C(=O)/C=C/Cl

***

2.
Below is a 2-piece molecular cluster, C9H13F3N5O overall, with properties calculated with the ωB97M-V functional and the def2-TZVPD basis.

```
! wB97M-V def2-TZVPD RIJCOSX def2/J DEFGRID3
* xyz 1 1
F -2.953 3.292 -1.640
C -1.672 3.063 -1.346
F -0.991 4.205 -1.499
F -1.596 2.700 -0.067
C -1.092 2.031 -2.289
O -1.720 0.774 -2.064
C -1.575 -0.090 -3.179
C -1.898 -1.506 -2.700
C -0.786 -1.935 -1.816
N 0.315 -2.598 -2.208
N 1.088 -2.745 -1.161
N 0.508 -2.198 -0.151
N -0.661 -1.678 -0.511
H -1.307 2.382 -3.301
H -0.009 1.948 -2.170
H -0.547 -0.042 -3.554
H -2.253 0.203 -3.984
H -2.851 -1.537 -2.178
H -1.910 -2.163 -3.568
H 0.898 -2.165 0.787
H -1.315 -1.173 0.076
N 1.379 -0.138 3.094
C 1.411 0.695 4.183
C 2.587 0.474 4.842
C 3.298 -0.529 4.130
C 2.534 -0.889 3.057
H 0.628 -0.178 2.436
H 0.599 1.370 4.391
H 2.908 0.977 5.738
H 4.263 -0.937 4.379
H 2.721 -1.610 2.276
*
```

Calculated values
Frontier orbital gap   6.191 eV
LUMO energy   -4.9058 eV
DFT total energy   -27185.2980 eV

***

3.
Below is a 2-piece molecular cluster, C9H13FN2O2 overall in a non-equilibrium geometry, with properties calculated with the ωB97M-V functional and the def2-TZVPD basis.

```
! wB97M-V def2-TZVPD RIJCOSX def2/J DEFGRID3
* xyz 0 1
C 0.239 0.956 2.946
C 0.228 -0.117 2.187
C 0.674 2.258 2.532
C 0.214 1.403 0.269
C 0.557 0.123 0.795
C -1.941 -0.126 -2.283
C 1.798 -1.913 -1.834
C 0.981 -0.893 0.026
C -1.746 -1.036 -1.127
N 0.676 2.540 1.254
N -2.003 -0.685 0.044
O 1.026 3.605 0.764
O 1.016 -0.830 -1.309
F -1.290 -2.324 -1.381
H -0.146 0.861 3.921
H -0.129 -0.984 2.497
H 0.974 2.921 3.290
H 0.417 1.579 -0.776
H -1.918 -0.462 -3.263
H -1.247 0.585 -2.047
H -2.873 0.470 -2.204
H 1.644 -1.709 -2.848
H 1.338 -2.845 -1.415
H 2.815 -1.809 -1.557
H 1.290 -1.896 0.453
H -0.895 1.668 0.278
H -1.698 -1.340 0.790
*
```

Calculated values
Frontier orbital gap   8.037 eV
ΔE to the lowest compared entry with this formula, charge and spin   299.18 kJ/mol
LUMO energy   0.4311 eV
DFT total energy   -19331.3977 eV
Structure (SMILES)   CO/C=C1/C=CC=[N+]([O-])C1.[H]/N=C(/C)F

***

4.
Below is C9H13LaN3O4 as an isolated structure in a non-equilibrium geometry, with properties calculated with the ωB97M-V functional and the def2-TZVPD basis.

```
! wB97M-V def2-TZVPD RIJCOSX def2/J DEFGRID3
* xyz 3 1
O -3.951 3.363 1.830
C -3.110 2.900 1.200
La -1.370 1.574 -0.231
O -4.570 4.661 -4.260
C -4.434 4.026 -3.330
C -3.507 0.489 0.326
O -4.626 0.320 0.190
C -2.739 0.886 -2.070
O -3.398 0.425 -2.907
C 0.280 -2.865 -0.561
N 1.280 -1.962 -0.011
C 2.631 -2.484 0.123
C 0.866 -0.756 0.415
N -0.449 -0.449 0.235
N 1.643 0.239 0.925
C 3.027 0.119 1.343
C 1.120 1.625 1.024
H 0.678 -3.848 -0.769
H -0.107 -2.480 -1.507
H -0.545 -2.996 0.144
H 3.352 -1.949 -0.494
H 2.965 -2.491 1.158
H 2.622 -3.508 -0.227
H -0.870 -1.229 -0.273
H 3.717 -0.046 0.510
H 3.294 1.075 1.801
H 3.149 -0.652 2.104
H 1.192 2.183 0.062
H 0.115 1.667 1.513
H 1.748 2.161 1.737
*
```

Calculated values
Frontier orbital gap   5.872 eV
LUMO energy   -13.5292 eV
DFT total energy   -23031.5801 eV